Here is C5H10O2 in the gas phase from the OMol25 dataset. Energies are from wB97M-V/def2-TZVPD.

HOMO energy (eV): -9.5
SMILES string: CCO[C@@H](C)C=O
Energy (eV): -9441.336
HOMO-LUMO gap (Eh): 0.3887
Molecular weight (g/mol): 102.13
ΔE to the lowest compared entry with this formula, charge and spin (eV): 1.7072

XYZ file:
```
17
C5H10O2 (wB97M-V/def2-TZVPD)
H 2.94 0.06 0.30
C -1.02 0.25 0.31
H 1.13 -1.20 1.62
C 2.41 -0.82 -0.09
H -0.99 0.90 -1.82
H -1.32 1.75 1.82
H 0.45 -1.71 0.07
C -1.61 1.56 0.79
H -1.43 -0.60 0.87
O 0.39 0.33 0.46
H -2.71 1.54 0.73
H 2.32 -0.72 -1.17
O -1.66 -1.01 -1.65
C 1.04 -0.93 0.56
H 3.01 -1.71 0.13
H -1.24 2.39 0.17
C -1.26 0.03 -1.17
```

Atomic partial charges in e from the natural (NBO) method, atoms 1 to 5:
1. H 0.216
2. C -0.004
3. H 0.169
4. C -0.624
5. H 0.107

***

Here is a molecular structure, C46H58N4PPd in a non-equilibrium geometry from the OMol25 dataset. Energies are from wB97M-V/def2-TZVPD.

Net charge: +3
HOMO energy (spin up / spin down) (eV): -15.4 / -15.9
Energy (eV): -67344.059
HOMO-LUMO gap (spin up / spin down) (Eh): 0.2211 / 0.1751
Molecular weight (g/mol): 804.39
ΔE to the lowest compared entry with this formula, charge and spin (eV): 0.5733
2S+1: 5

XYZ file:
```
110
C46H58N4PPd (wB97M-V/def2-TZVPD)
N 2.81 -0.18 -0.58
H -1.37 3.93 2.89
H -0.57 -4.21 -2.70
H 5.40 -0.21 -0.90
H -1.88 -0.99 -6.03
H 0.27 2.54 -2.26
C 4.79 -0.23 -4.24
H -4.30 -0.78 3.00
C 2.93 -0.23 1.67
H -1.90 -3.45 -1.83
H 4.55 -1.19 2.68
H 5.31 -0.30 -5.19
C 1.12 3.95 0.79
H -4.40 2.96 2.27
C 1.97 0.45 4.13
C 1.52 -3.16 -1.72
C 2.69 -0.10 -3.01
C 3.42 -0.21 -4.23
H -4.26 -1.29 -2.42
C -1.03 -1.23 2.10
H 1.65 -3.09 -2.81
C -0.87 -3.80 -1.74
H -3.66 -1.70 1.64
H -0.70 -5.21 3.51
H 0.63 4.49 1.60
C 0.67 0.22 -4.14
N 1.76 0.44 1.76
H -2.88 4.80 2.64
H -3.90 1.51 1.43
H -4.10 4.50 0.45
H 1.84 1.95 -4.65
H 1.87 4.63 0.37
C 1.31 0.79 2.96
H 1.93 -4.42 5.26
C -3.53 2.35 2.01
C 3.63 -0.64 2.80
H -3.85 1.04 -3.19
H -2.88 -2.24 -0.62
H -1.52 5.12 1.59
H 1.24 -3.97 0.62
C 3.13 -0.31 4.05
C -2.37 1.41 -1.70
C -1.96 0.02 4.13
H 0.77 -6.17 3.77
C -3.38 3.79 0.03
C -0.49 4.79 -0.97
H 2.15 -4.33 2.87
H 0.40 1.37 2.98
C 0.33 1.58 -6.11
H -1.27 0.96 -7.41
H 1.78 -2.71 4.84
H 1.67 3.53 -1.84
H -3.09 2.02 2.95
H -2.25 2.44 -2.00
H -0.84 -4.61 -1.01
C 4.86 -0.19 -1.84
H -0.69 -1.44 -3.93
H 0.34 5.40 -1.33
H -2.80 4.34 -0.70
C -2.18 -0.46 2.70
C -0.30 -2.06 2.92
C -0.72 0.76 -6.50
H 0.27 -5.75 2.13
H 2.87 -0.31 -5.16
H -1.92 -0.81 4.83
N 3.49 -0.43 0.44
C -1.08 -0.33 -5.71
H -1.05 5.41 -0.27
P -1.03 2.27 0.53
H -2.81 0.64 4.44
H 6.60 -0.22 -3.07
C -0.84 -1.25 0.68
C 0.53 -3.06 2.41
C -3.50 -0.68 -1.94
C -2.58 3.23 1.21
C 1.16 -4.10 3.28
H -0.45 -2.01 3.99
C -1.66 0.92 -0.59
C 3.46 -0.16 -1.79
N 1.36 -0.06 -2.97
H 0.60 2.43 -6.72
H 3.65 -0.62 4.95
C 0.11 -2.68 -1.34
H 1.66 -4.21 -1.46
H 2.30 -2.58 -1.24
H -3.31 -2.22 3.29
C -3.28 0.62 -2.37
C -2.72 -1.22 -0.93
C 1.31 -3.69 4.74
H -2.35 0.40 2.05
C 5.52 -0.20 -3.04
C -2.04 4.33 2.12
C -0.01 -2.33 0.14
H -0.11 -1.79 -1.93
C 0.14 3.54 -0.33
C -3.44 -1.34 2.65
C 0.64 -3.16 1.02
C -0.42 -0.58 -4.52
H 0.35 -3.67 5.25
H -3.95 3.01 -0.47
H -1.10 4.55 -1.83
C 1.04 1.30 -4.96
H 1.64 3.09 1.20
H 1.48 1.98 -1.05
H 1.58 0.78 5.08
C -1.75 -0.47 -0.26
C 0.32 -5.39 3.16
C 0.92 2.84 -1.44
Pd 0.67 0.31 -0.24
H -1.05 0.61 4.23
```

Atomic partial charges in e from the Mulliken method, atoms 1 to 5:
1. N 2.213
2. H 0.326
3. H 0.515
4. H 0.566
5. H 0.503

***

Here is a gas-phase ion, C5H6N (charge +1) in a non-equilibrium geometry from the OMol25 dataset. Energies are from wB97M-V/def2-TZVPD.

Net charge: +1
HOMO energy (spin up / spin down) (eV): -13.9 / -13.9
Energy (eV): -6758.261
HOMO-LUMO gap (spin up / spin down) (Eh): 0.2980 / 0.2980
Molecular weight (g/mol): 80.11
ΔE to the lowest compared entry with this formula, charge and spin (eV): 6.9169

XYZ file:
```
12
C5H6N (wB97M-V/def2-TZVPD)
H -0.04 -1.15 1.37
H -1.40 2.03 1.03
C -0.87 0.84 -0.85
C 0.65 -0.63 0.61
N -0.61 -0.09 -1.55
C 0.20 0.70 0.90
C -0.60 1.68 0.21
H -0.07 2.62 0.07
H 1.17 -1.70 -1.45
H 1.71 -0.70 1.03
C 0.30 -1.42 -0.73
H -0.44 -2.19 -0.64
```

Atomic partial charges in e from the natural (NBO) method, atoms 1 to 5:
1. H 0.354
2. H 0.375
3. C 0.453
4. C -0.672
5. N -0.292